[1]
This record from the Open Molecules 2025 dataset describes 2 unconnected molecules or ions with the total composition C3H8O2 at a distorted geometry. The level of theory is the ωB97M-V functional and the def2-TZVPD basis.

For the energy above the lowest of the compared OMol25 structures with the same formula, charge and spin, the calculation gives 153.1 kJ/mol. The calculation puts the electronic energy at -269.53659 Eh.

Positions of all 13 atoms, in Å:
1 O -3.462 -0.103 0.052
2 C -2.333 -0.441 0.349
3 O -2.180 -1.026 1.659
4 H -1.535 -0.365 -0.427
5 H -2.813 -0.482 2.153
6 C 1.846 1.047 -0.773
7 C 1.251 -0.447 -0.269
8 H 1.763 1.821 0.009
9 H 2.964 1.030 -1.002
10 H 1.134 1.334 -1.568
11 H 1.869 -0.758 0.626
12 H 1.269 -1.303 -0.947
13 H 0.227 -0.306 0.137

Population analysis type Löwdin, resulting atomic charges in e: 0.045, -0.280, 0.006, 0.125, 0.096, -0.129, -0.133, 0.044, 0.068, 0.044, 0.063, 0.049, 0.002

***

[2]
This record from the Open Molecules 2025 dataset describes 2 unconnected molecules or ions with the total composition C22H19F3NO8S2 at a distorted geometry. The level of theory is the ωB97M-V functional and the def2-TZVPD basis.

The net charge is -1. For the energy above the lowest of the compared OMol25 structures with the same formula, charge and spin, the calculation gives 0.0 kJ/mol. The calculation puts the electronic energy at -2602.43275 Eh.

Positions of all 55 atoms, in Å:
1 C 6.327 2.566 -0.028
2 C 5.933 1.111 -0.090
3 O 4.542 0.978 -0.063
4 C 4.179 -0.327 -0.202
5 C 2.754 -0.613 -0.202
6 C 1.815 0.474 -0.078
7 C 0.345 0.232 -0.073
8 C -0.272 -0.565 0.883
9 C -1.638 -0.735 0.859
10 C -2.401 -0.102 -0.103
11 C -1.798 0.729 -1.025
12 C -0.433 0.902 -1.006
13 O 2.155 1.645 0.016
14 C 2.313 -1.995 -0.366
15 O 1.187 -2.264 -0.765
16 O 3.212 -2.967 -0.038
17 C 2.716 -4.258 -0.278
18 C 3.864 -5.235 -0.347
19 O 5.019 -1.205 -0.346
20 H 7.409 2.698 -0.022
21 H 5.914 3.104 -0.882
22 H 5.913 3.027 0.868
23 H 6.293 0.623 -1.005
24 H 6.324 0.537 0.761
25 H 0.333 -1.064 1.622
26 H -2.105 -1.382 1.583
27 H -3.468 -0.254 -0.136
28 H -2.391 1.237 -1.768
29 H 0.053 1.563 -1.707
30 H 2.014 -4.490 0.533
31 H 2.141 -4.232 -1.213
32 H 3.531 -6.268 -0.432
33 H 4.503 -5.000 -1.199
34 H 4.482 -5.137 0.547
35 F -2.940 3.446 9.174
36 C -3.405 2.977 8.006
37 F -4.531 3.611 7.650
38 F -2.474 3.083 7.049
39 S -3.765 1.213 8.227
40 N -4.316 0.970 6.673
41 C -5.651 1.088 6.427
42 O -6.508 1.359 7.248
43 C -5.962 0.836 5.005
44 C -4.856 0.502 4.259
45 C -4.954 0.220 2.921
46 C -6.193 0.292 2.317
47 C -7.311 0.640 3.055
48 C -7.206 0.911 4.402
49 S -3.383 0.500 5.305
50 O -2.451 1.475 4.661
51 O -2.987 -0.936 5.417
52 H -4.066 -0.048 2.370
53 H -6.279 0.095 1.261
54 H -8.268 0.718 2.567
55 H -8.062 1.190 4.994

Population analysis type Löwdin, resulting atomic charges in e: -0.075, -0.280, -0.016, -0.447, -0.003, -0.366, -0.148, -0.030, -0.101, -0.126, -0.100, -0.024, 0.041, -0.440, 0.045, -0.016, -0.270, -0.075, 0.043, 0.066, 0.073, 0.073, 0.121, 0.123, 0.122, 0.092, 0.079, 0.091, 0.115, 0.123, 0.118, 0.066, 0.076, 0.073, 0.101, -0.847, 0.114, 0.100, 1.130, -0.463, -0.502, 0.093, -0.135, -0.192, -0.014, -0.043, -0.057, 0.007, 0.809, -0.275, -0.298, 0.105, 0.113, 0.108, 0.123

***

[3]
This record from the Open Molecules 2025 dataset describes 3 unconnected molecules or ions with the total composition C13H32N2O8P3S2 at a distorted geometry. The level of theory is the ωB97M-V functional and the def2-TZVPD basis.

The net charge is -1. The calculation puts the electronic energy at -3046.24065 Eh.

Positions of all 60 atoms, in Å:
1 S -0.649 -0.481 0.587
2 C -1.532 0.681 -0.351
3 N -2.347 1.143 -1.391
4 N -3.591 1.522 -0.911
5 P -4.427 0.196 -0.060
6 S -4.808 -1.371 -1.160
7 H -5.733 0.732 0.345
8 H -3.774 -0.225 1.162
9 O 1.905 5.002 -3.084
10 P 0.552 5.312 -3.769
11 O 0.853 4.377 -5.104
12 C 0.927 2.971 -4.953
13 C -0.439 2.368 -4.696
14 O 1.027 6.765 -4.425
15 C 2.091 7.507 -3.848
16 C 3.412 7.157 -4.513
17 O -0.961 5.657 -4.534
18 C -2.139 5.361 -3.805
19 C -2.071 5.782 -2.348
20 H 1.627 2.705 -4.155
21 H 1.327 2.567 -5.888
22 H -0.798 2.645 -3.700
23 H -0.401 1.276 -4.748
24 H -1.171 2.732 -5.424
25 H 2.129 7.357 -2.764
26 H 1.879 8.569 -4.007
27 H 3.582 6.080 -4.555
28 H 4.248 7.621 -3.981
29 H 3.421 7.511 -5.550
30 H -2.358 4.294 -3.886
31 H -2.961 5.895 -4.293
32 H -1.311 5.210 -1.807
33 H -3.033 5.612 -1.856
34 H -1.808 6.840 -2.262
35 O 1.760 -4.015 3.406
36 P 0.873 -5.055 4.133
37 O -0.102 -5.346 2.826
38 C 0.447 -5.994 1.692
39 C 0.715 -7.459 1.965
40 O -0.111 -3.940 4.879
41 C 0.344 -2.616 5.118
42 C -0.048 -1.698 3.972
43 O -0.118 -6.217 4.946
44 C 0.534 -7.339 5.515
45 C 1.811 -6.987 6.256
46 H 1.358 -5.486 1.363
47 H -0.287 -5.907 0.885
48 H 1.547 -7.571 2.667
49 H 0.977 -7.988 1.045
50 H -0.162 -7.940 2.412
51 H 1.424 -2.602 5.300
52 H -0.131 -2.264 6.040
53 H 0.235 -2.105 3.000
54 H 0.419 -0.715 4.087
55 H -1.136 -1.565 3.947
56 H 0.734 -8.077 4.735
57 H -0.171 -7.798 6.216
58 H 2.570 -6.598 5.571
59 H 2.224 -7.873 6.747
60 H 1.622 -6.216 7.008

Population analysis type Löwdin, resulting atomic charges in e: 0.432, -0.641, -0.208, -0.426, 0.139, -0.086, -0.051, -0.073, -0.244, 0.734, -0.240, -0.308, -0.081, -0.232, -0.312, -0.082, -0.200, -0.313, -0.086, 0.107, 0.114, 0.058, 0.083, 0.083, 0.102, 0.111, 0.070, 0.073, 0.074, 0.101, 0.121, 0.071, 0.088, 0.081, -0.232, 0.724, -0.228, -0.300, -0.091, -0.224, -0.308, -0.098, -0.200, -0.323, -0.093, 0.108, 0.125, 0.061, 0.077, 0.083, 0.100, 0.112, 0.040, 0.079, 0.080, 0.092, 0.122, 0.066, 0.081, 0.086

***

[4]
This record from the Open Molecules 2025 dataset describes C4H8INS in the gas phase at a distorted geometry. The level of theory is the ωB97M-V functional and the def2-TZVPD basis.

For the energy above the lowest of the compared OMol25 structures with the same formula, charge and spin, the calculation gives 108.9 kJ/mol. The calculation puts the electronic energy at -907.78781 Eh.

Positions of all 15 atoms, in Å:
1 C -0.172 2.182 0.259
2 C 0.122 0.832 -0.409
3 S 1.838 0.101 -0.191
4 C 1.202 -1.536 0.314
5 C -0.251 -1.534 -0.224
6 N -0.777 -0.192 0.234
7 I -2.809 -0.010 -0.012
8 H -0.630 2.014 1.250
9 H -1.092 2.666 -0.110
10 H 0.728 2.847 0.258
11 H -0.157 0.835 -1.507
12 H 1.300 -1.605 1.374
13 H 1.830 -2.285 -0.100
14 H -0.241 -1.890 -1.279
15 H -0.888 -2.425 0.144

Population analysis type Löwdin, resulting atomic charges in e: -0.154, -0.698, 0.858, -0.459, -0.380, -0.628, 0.833, 0.066, 0.048, 0.083, 0.103, 0.055, 0.053, 0.108, 0.112

***

[5]
This record from the Open Molecules 2025 dataset describes a molecular structure, C19H39CaClN2NaO7PS2 at a distorted geometry. The level of theory is the ωB97M-V functional and the def2-TZVPD basis.

The calculation puts the electronic energy at -3820.87407 Eh.

Positions of all 73 atoms, in Å:
1 C -1.811 -3.024 -0.540
2 C -2.757 -2.150 -1.370
3 S -2.075 -0.484 -1.529
4 C -3.419 0.653 -1.097
5 C -3.164 1.507 0.144
6 N -4.138 2.578 0.134
7 C -3.877 3.654 0.790
8 C -3.862 4.967 0.114
9 C -3.604 3.765 2.273
10 O -1.851 1.938 0.334
11 C -1.211 2.543 -0.741
12 O -1.779 3.122 -1.635
13 P 0.603 2.314 -0.700
14 C 1.223 3.769 -1.607
15 C 1.030 2.537 1.092
16 C 1.811 1.343 1.620
17 S -3.442 0.393 1.656
18 C -5.124 0.621 2.201
19 O -2.483 0.818 2.685
20 O -3.334 -1.010 1.377
21 H -0.781 -2.734 -0.743
22 H -1.965 -2.861 0.520
23 H -1.947 -4.075 -0.776
24 H -2.891 -2.615 -2.343
25 H -3.734 -2.116 -0.898
26 H -3.639 1.315 -1.925
27 H -4.319 0.071 -0.909
28 H -4.004 4.889 -0.953
29 H -2.892 5.411 0.356
30 H -4.584 5.636 0.585
31 H -4.203 3.113 2.898
32 H -2.567 3.467 2.435
33 H -3.697 4.786 2.632
34 H 1.040 3.655 -2.669
35 H 2.287 3.907 -1.441
36 H 0.711 4.673 -1.279
37 H 1.560 3.486 1.177
38 H 0.121 2.648 1.684
39 H 1.920 1.459 2.700
40 H 2.797 1.251 1.181
41 H 1.238 0.430 1.482
42 H -5.469 1.642 2.087
43 H -5.751 -0.031 1.606
44 H -5.147 0.346 3.250
45 Na -1.650 2.645 3.992
46 C 5.030 -1.622 1.960
47 C 4.307 -1.693 0.623
48 C 5.005 -2.653 -0.326
49 O 4.228 -0.394 0.029
50 H 6.054 -1.258 1.826
51 H 4.524 -0.926 2.632
52 H 5.072 -2.601 2.439
53 H 3.278 -2.016 0.774
54 H 6.027 -2.316 -0.528
55 H 4.477 -2.690 -1.279
56 H 5.047 -3.661 0.089
57 H 5.122 -0.075 -0.128
58 N 3.243 -5.997 -2.284
59 C 2.692 -4.817 -2.580
60 C 3.325 -4.314 -3.769
61 C 4.246 -5.253 -4.155
62 C 4.176 -6.305 -3.210
63 H 3.035 -6.627 -1.474
64 H 1.916 -4.391 -1.966
65 H 3.100 -3.378 -4.252
66 H 4.902 -5.214 -5.007
67 H 4.717 -7.235 -3.135
68 O 1.498 -2.683 -0.775
69 H 1.601 -1.818 -1.206
70 Cl 4.048 -8.159 -0.610
71 Ca -4.407 2.159 5.811
72 O -2.736 8.187 0.666
73 H -2.695 7.499 -0.012

Population analysis type Löwdin, resulting atomic charges in e: -0.161, -0.526, 0.923, -0.405, -0.567, 0.133, -0.336, -0.012, -0.042, -0.092, -0.621, 0.083, 1.041, -0.276, -0.404, -0.161, 0.693, -0.142, -0.414, -0.302, 0.020, 0.056, 0.073, 0.064, 0.060, 0.084, 0.087, 0.096, 0.095, 0.104, -0.012, 0.035, 0.103, 0.041, 0.042, 0.048, 0.080, 0.044, 0.066, 0.053, 0.075, 0.047, 0.079, 0.017, 0.204, -0.059, -0.501, -0.061, -0.074, 0.079, 0.071, 0.082, 0.110, 0.081, 0.055, 0.087, 0.084, 0.008, -0.004, -0.013, -0.039, -0.025, -0.025, 0.084, 0.114, 0.108, 0.093, -0.213, -0.033, -0.301, 0.830, -0.447, -0.166